{
  "formula": "C56H62N4O10",
  "method": "ωB97M-V with the def2-TZVPD basis set",
  "species": ["C", "H", "H", "C", "H", "C", "C", "N", "C", "O", "C", "C", "C", "C", "C", "C", "C", "H", "H", "O", "C", "C", "O", "O", "C", "H", "H", "H", "H", "H", "C", "O", "O", "C", "H", "H", "H", "H", "N", "C", "O", "C", "H", "C", "H", "C", "C", "H", "C", "N", "C", "C", "C", "O", "O", "C", "C", "C", "C", "C", "C", "C", "H", "H", "H", "H", "H", "H", "H", "C", "N", "C", "O", "H", "C", "C", "C", "C", "C", "C", "H", "H", "C", "C", "C", "C", "C", "C", "H", "H", "H", "H", "H", "H", "H", "H", "C", "H", "H", "H", "H", "H", "H", "H", "H", "H", "H", "C", "H", "H", "C", "C", "C", "C", "C", "C", "C", "H", "H", "H", "H", "H", "H", "H", "H", "H", "H", "H", "H", "H", "H", "H"],
  "positions_angstrom": [[-5.508, 5.484, -1.488], [-5.276, 5.293, -2.534], [-6.051, 6.425, -1.426], [-4.229, 5.558, -0.663], [-3.652, 6.429, -0.984], [-3.349, 4.317, -0.803], [-3.987, 3.068, -0.204], [-3.048, 1.967, -0.209], [-3.077, 0.992, 0.712], [-3.851, 0.972, 1.649], [-2.048, -0.117, 0.400], [-1.598, -0.915, 1.593], [-0.258, -1.236, 1.712], [0.240, -1.988, 2.780], [-0.662, -2.539, 3.699], [-2.003, -2.150, 3.614], [-2.462, -1.336, 2.605], [-3.494, -1.029, 2.597], [-2.678, -2.533, 4.363], [-0.436, -3.470, 4.659], [0.785, -4.137, 4.843], [1.504, -4.657, 3.597], [2.677, -4.933, 3.621], [0.700, -4.804, 2.560], [1.281, -5.258, 1.335], [1.691, -4.409, 0.784], [2.078, -5.972, 1.544], [0.478, -5.720, 0.768], [1.495, -3.523, 5.412], [0.531, -5.012, 5.453], [1.717, -2.085, 2.846], [2.436, -2.285, 1.895], [2.191, -1.826, 4.071], [3.603, -1.908, 4.227], [3.934, -2.936, 4.057], [3.814, -1.597, 5.246], [4.100, -1.249, 3.514], [0.453, -0.888, 0.977], [-2.591, -0.948, -0.689], [-2.278, -0.563, -1.952], [-1.630, 0.456, -2.158], [-2.786, -1.424, -3.093], [-2.710, -2.478, -2.833], [-2.045, -1.156, -4.405], [-1.861, -0.083, -4.490], [-0.719, -1.909, -4.527], [0.327, -1.420, -3.531], [0.380, -0.330, -3.572], [1.714, -2.011, -3.799], [2.672, -1.447, -2.863], [3.331, -0.263, -3.107], [3.945, 0.410, -2.098], [4.568, 1.724, -2.221], [4.643, 2.424, -3.210], [5.052, 2.119, -1.023], [5.400, 3.493, -0.857], [4.330, 4.134, -0.011], [3.187, 4.649, -0.606], [2.168, 5.168, 0.173], [2.278, 5.168, 1.552], [3.410, 4.643, 2.151], [4.431, 4.127, 1.374], [5.313, 3.715, 1.841], [3.496, 4.636, 3.228], [1.484, 5.572, 2.163], [1.288, 5.577, -0.302], [3.098, 4.640, -1.683], [5.472, 3.964, -1.843], [6.372, 3.516, -0.357], [3.833, -0.090, -0.678], [3.472, -1.495, -0.677], [2.747, -2.102, -1.629], [2.243, -3.197, -1.466], [3.404, -1.936, 0.234], [2.806, 0.713, 0.106], [2.915, 0.818, 1.487], [1.920, 1.417, 2.234], [0.805, 1.972, 1.611], [0.745, 1.948, 0.220], [1.717, 1.303, -0.520], [1.617, 1.257, -1.594], [-0.090, 2.407, -0.288], [-0.317, 2.517, 2.387], [-0.941, 3.701, 2.009], [-2.034, 4.175, 2.710], [-2.529, 3.464, 3.790], [-1.913, 2.285, 4.176], [-0.811, 1.818, 3.486], [-0.345, 0.889, 3.780], [-2.299, 1.722, 5.012], [-3.393, 3.825, 4.327], [-2.505, 5.101, 2.411], [-0.548, 4.258, 1.171], [2.007, 1.467, 3.310], [3.789, 0.413, 1.977], [4.803, -0.005, -0.172], [3.357, 0.211, -4.525], [3.782, -0.556, -5.170], [2.352, 0.443, -4.873], [3.961, 1.109, -4.597], [1.692, -3.089, -3.628], [2.028, -1.828, -4.825], [0.028, -1.697, -2.519], [-0.339, -1.766, -5.542], [-0.890, -2.978, -4.381], [-2.690, -1.457, -5.233], [-3.843, -1.177, -3.232], [-3.665, -1.864, -0.358], [-4.238, -1.408, 0.454], [-4.330, -1.959, -1.219], [-3.227, -3.270, 0.092], [-2.518, -4.048, -0.978], [-1.133, -4.008, -1.070], [-0.470, -4.726, -2.050], [-1.189, -5.484, -2.959], [-2.571, -5.529, -2.879], [-3.230, -4.818, -1.891], [-4.309, -4.861, -1.825], [-3.137, -6.122, -3.582], [-0.674, -6.045, -3.725], [0.607, -4.683, -2.089], [-0.566, -3.415, -0.367], [-2.579, -3.187, 0.963], [-4.135, -3.801, 0.390], [-1.161, 0.366, -0.026], [-2.456, 1.849, -1.024], [-4.275, 3.238, 0.837], [-4.884, 2.790, -0.770], [-2.401, 4.495, -0.292], [-3.134, 4.139, -1.860], [-4.485, 5.699, 0.389], [-6.161, 4.694, -1.128]],
  "forces_ev_per_angstrom": [[0.125, 0.089, 0.186], [-0.022, -0.033, -0.139], [-0.121, 0.047, -0.043], [0.054, -0.150, -0.240], [0.002, 0.031, 0.090], [-0.198, 0.025, 0.234], [-0.043, 0.073, 0.053], [0.010, 0.436, -0.402], [0.449, -0.195, -0.275], [-0.295, -0.047, 0.331], [0.123, 0.241, 0.072], [0.042, 0.073, 0.064], [-0.207, -0.087, 0.069], [-0.099, -0.091, 0.156], [-0.254, 0.323, -0.241], [0.199, -0.113, 0.074], [0.142, -0.012, 0.097], [-0.088, -0.008, -0.033], [-0.093, -0.070, 0.082], [-0.079, 0.141, -0.028], [0.376, -0.163, 0.241], [0.019, -0.198, 0.318], [-0.046, -0.024, 0.063], [-0.364, -0.030, 0.239], [0.366, -0.180, -0.382], [-0.049, -0.041, 0.059], [-0.099, 0.027, -0.051], [0.015, 0.026, 0.049], [-0.174, -0.232, -0.212], [0.098, 0.113, -0.149], [0.204, 0.279, -0.202], [-0.041, -0.021, 0.140], [-0.381, 0.131, 0.055], [0.472, -0.127, -0.128], [-0.016, 0.113, 0.032], [-0.036, 0.000, -0.036], [-0.019, -0.024, 0.087], [0.132, 0.105, -0.129], [0.285, 0.105, 0.256], [-0.264, -0.213, -0.089], [0.251, 0.245, -0.247], [0.171, 0.236, -0.306], [-0.132, 0.001, 0.007], [0.008, -0.131, 0.030], [-0.059, -0.007, -0.085], [-0.017, 0.266, 0.136], [0.154, -0.221, -0.375], [0.021, 0.045, 0.067], [-0.563, -0.134, -0.003], [0.104, -0.183, 0.133], [0.469, 0.554, 0.192], [-0.057, -0.525, 0.228], [0.070, 0.250, -0.533], [0.016, 0.090, 0.165], [0.124, -0.331, 0.007], [-0.024, 0.450, -0.100], [0.164, -0.098, -0.065], [0.066, 0.049, -0.007], [-0.056, 0.069, -0.047], [-0.021, 0.065, 0.058], [0.017, 0.031, 0.109], [0.018, 0.068, -0.089], [0.113, -0.058, 0.058], [0.004, -0.004, 0.100], [-0.074, 0.027, 0.047], [-0.095, 0.034, -0.040], [-0.001, -0.004, -0.138], [0.057, -0.071, 0.237], [-0.120, -0.018, -0.077], [-0.044, 0.151, -0.037], [0.283, -0.002, 0.174], [0.357, 0.076, -0.015], [-0.368, -0.377, 0.078], [-0.081, -0.032, -0.172], [-0.022, 0.022, 0.103], [-0.031, -0.039, -0.109], [-0.054, -0.020, 0.001], [0.159, -0.085, -0.219], [0.011, -0.005, 0.176], [0.090, -0.083, 0.013], [-0.008, 0.005, -0.141], [-0.161, 0.019, -0.047], [-0.149, 0.102, 0.144], [0.065, -0.036, 0.003], [-0.079, 0.073, -0.032], [-0.063, 0.009, 0.071], [-0.023, 0.038, 0.122], [0.050, 0.040, -0.013], [0.043, -0.133, 0.012], [-0.048, -0.063, 0.066], [-0.078, 0.027, 0.042], [-0.044, 0.086, -0.032], [0.029, 0.055, -0.108], [0.003, 0.015, 0.134], [0.109, -0.061, 0.075], [-0.241, 0.002, -0.108], [0.108, 0.126, -0.022], [-0.053, -0.103, -0.042], [-0.114, -0.030, -0.075], [-0.082, -0.084, -0.031], [0.062, 0.134, -0.130], [0.034, 0.006, 0.063], [0.069, 0.048, 0.127], [0.030, -0.060, -0.059], [0.005, -0.075, -0.068], [-0.034, 0.043, 0.017], [-0.034, -0.083, 0.083], [-0.176, -0.414, 0.080], [-0.074, 0.013, -0.113], [-0.009, 0.047, 0.107], [0.013, 0.158, -0.172], [-0.052, -0.097, 0.187], [-0.090, -0.011, -0.020], [0.097, -0.038, -0.077], [0.030, -0.057, -0.055], [-0.087, -0.018, -0.082], [0.035, 0.010, 0.042], [-0.121, -0.011, 0.021], [-0.041, -0.056, -0.055], [0.054, -0.050, -0.057], [0.144, 0.031, -0.032], [0.110, 0.095, 0.147], [-0.093, -0.066, -0.007], [0.003, -0.014, 0.076], [-0.248, -0.124, 0.121], [0.030, -0.167, 0.146], [-0.049, 0.035, -0.105], [-0.015, 0.058, 0.134], [0.086, -0.055, -0.031], [0.096, 0.018, -0.077], [0.056, 0.071, 0.074], [-0.129, -0.079, -0.027]],
  "molar_mass_g_mol": 951.1,
  "lumo_ha": 0.0218,
  "spin_multiplicity": 1,
  "largest_force_ev_per_a": 0.750
}